#a
ORCA calculation (ωB97M-V with the def2-TZVPD basis set) on a structure of composition H20O10Xe.

Cartesian coordinates (Å):
Xe  5.248  -10.933  7.205
O  8.751  -13.333  7.403
H  7.906  -13.549  7.010
H  9.386  -13.847  6.903
O  2.015  -12.743  7.115
H  1.558  -13.467  6.687
H  1.589  -11.956  6.773
O  7.315  -8.242  6.948
H  7.545  -8.443  6.041
H  6.358  -8.210  6.951
O  6.147  -11.179  3.266
H  6.786  -11.478  3.914
H  6.664  -11.016  2.477
O  6.848  -13.722  5.403
H  7.097  -14.255  4.648
H  6.004  -14.079  5.682
O  4.846  -11.593  10.991
H  4.357  -10.794  10.793
H  5.673  -11.284  11.359
O  8.689  -11.469  4.532
H  8.309  -12.007  5.226
H  9.579  -11.285  4.830
O  5.594  -13.955  9.462
H  6.485  -14.135  9.762
H  5.333  -13.170  9.943
O  4.587  -14.683  6.800
H  3.793  -14.161  6.918
H  5.058  -14.594  7.628
O  8.229  -9.070  9.604
H  7.791  -8.855  8.781
H  9.114  -9.327  9.345

Calculated values
HOMO level ... -10.82 eV
Gap between HOMO and LUMO ... 11.057 eV
Multiplicity ... 1
Charge ... 0
LUMO ... 0.23 eV

The computed natural (NBO) charges, all in e, follow: number 1, Xe, carries 0.002; number 2, O, carries -0.967; number 3, H, carries 0.494; number 4, H, carries 0.462; number 5, O, carries -0.948; number 6, H, carries 0.472; number 7, H, carries 0.478; number 8, O, carries -0.956; number 9, H, carries 0.487; number 10, H, carries 0.476; number 11, O, carries -0.955; number 12, H, carries 0.486; number 13, H, carries 0.464; number 14, O, carries -1.000; number 15, H, carries 0.480; number 16, H, carries 0.514; number 17, O, carries -0.955; number 18, H, carries 0.483; number 19, H, carries 0.483; number 20, O, carries -0.974; number 21, H, carries 0.495; number 22, H, carries 0.479; number 23, O, carries -0.982; number 24, H, carries 0.476; number 25, H, carries 0.504; number 26, O, carries -0.986; number 27, H, carries 0.489; number 28, H, carries 0.505; number 29, O, carries -0.964; number 30, H, carries 0.490; number 31, H, carries 0.466

***

#b
ORCA calculation (ωB97M-V with the def2-TZVPD basis set) on a structure of composition H20O10Xe.

Cartesian coordinates (Å):
Xe  -0.390  -0.389  0.592
O  2.046  -0.494  4.096
H  2.684  -0.406  4.804
H  2.547  -0.317  3.299
O  -3.153  -3.606  0.663
H  -2.922  -4.498  0.403
H  -3.199  -3.120  -0.160
O  1.283  -2.809  -2.364
H  0.848  -3.297  -1.665
H  2.216  -2.977  -2.229
O  -1.214  1.504  -2.408
H  -1.028  1.962  -3.227
H  -0.493  0.881  -2.313
O  1.188  0.210  -2.276
H  1.727  0.605  -1.590
H  1.239  -0.731  -2.108
O  2.778  1.292  -0.390
H  3.575  1.549  -0.853
H  2.533  2.068  0.115
O  -1.158  2.927  1.622
H  -0.668  2.574  2.364
H  -1.351  3.831  1.870
O  3.665  -0.241  1.849
H  3.215  0.187  1.121
H  3.655  -1.171  1.624
O  -3.341  1.191  1.207
H  -3.460  0.976  0.282
H  -2.551  1.732  1.228
O  -3.693  0.381  -1.645
H  -2.981  0.751  -2.167
H  -3.596  -0.566  -1.745

Calculated values
HOMO level ... -9.68 eV
Gap between HOMO and LUMO ... 9.451 eV
Multiplicity ... 1
Charge ... 0
LUMO ... -0.23 eV

The computed natural (NBO) charges, all in e, follow: number 1, Xe, carries 0.002; number 2, O, carries -0.967; number 3, H, carries 0.461; number 4, H, carries 0.484; number 5, O, carries -0.926; number 6, H, carries 0.463; number 7, H, carries 0.464; number 8, O, carries -0.943; number 9, H, carries 0.479; number 10, H, carries 0.474; number 11, O, carries -0.984; number 12, H, carries 0.470; number 13, H, carries 0.503; number 14, O, carries -0.990; number 15, H, carries 0.489; number 16, H, carries 0.491; number 17, O, carries -0.954; number 18, H, carries 0.494; number 19, H, carries 0.499; number 20, O, carries -0.945; number 21, H, carries 0.479; number 22, H, carries 0.479; number 23, O, carries -0.960; number 24, H, carries 0.492; number 25, H, carries 0.475; number 26, O, carries -0.987; number 27, H, carries 0.486; number 28, H, carries 0.477; number 29, O, carries -0.965; number 30, H, carries 0.501; number 31, H, carries 0.459

***

Compare the structures above. Which one is the most stable? #a is.